[1]
112
Properties=species:S:1:pos:R:3 method="wB97M-V/def2-TZVPD" lumo_ev=-7.3 gap_ev=5.0 total_charge=+2 homo_energy_ev=-12.339 total_energy_ev=-393767.1573
W -0.332 0.323 -0.831
Se -2.007 -3.296 -4.675
Se 0.380 0.422 -2.960
As -0.504 1.027 1.838
As 2.072 1.249 -0.308
As 4.913 -0.763 3.577
P 1.461 -3.107 -2.269
P -2.369 -4.171 -2.793
O -3.680 0.984 0.342
O -1.836 1.419 -0.876
O -6.830 -0.824 -3.489
O -5.827 -0.166 -5.456
N -0.137 -1.689 -0.670
N -2.259 -2.185 -0.937
N -1.441 -1.369 -0.351
C 3.753 -2.838 -0.748
C 5.944 0.206 4.926
C -6.417 -4.383 -2.839
C -4.094 -4.188 -2.262
C -1.420 -8.055 -3.396
C -5.092 -4.232 -3.226
C 2.889 -4.397 1.381
C 1.770 -1.156 2.430
C 1.770 -7.037 -4.591
C 4.604 -3.082 0.323
C 2.465 -3.370 -0.764
C -1.301 -7.665 -1.022
C 3.276 0.355 3.749
C 1.662 -5.940 -2.453
C -6.743 -4.476 -1.498
C -1.521 -3.109 -1.580
C -5.639 -0.227 -3.222
C 1.866 3.170 -0.184
C 1.404 -4.670 -4.486
C 1.823 -7.092 -3.203
C -5.045 0.176 -4.419
C 1.109 1.228 2.921
C 4.362 -2.247 4.736
C -4.421 -4.301 -0.909
C -3.851 0.859 -4.459
C -1.619 -0.242 2.777
C -1.574 -6.324 -1.228
C 4.175 -3.866 1.382
C -3.838 0.723 -2.038
C -6.936 -0.896 -4.911
C 2.269 0.278 2.587
C 2.035 -4.138 0.321
C -0.146 -2.788 -1.447
C 1.552 -5.829 -5.233
C 3.435 1.005 -1.650
C -3.223 1.031 -0.756
C -1.681 -6.709 -3.611
C 1.444 -4.719 -3.092
C -1.427 2.707 2.078
C -3.250 1.127 -3.234
C -5.066 0.026 -2.012
C 3.012 0.710 1.316
C -5.745 -4.431 -0.530
C -1.233 -8.531 -2.108
C -1.771 -5.848 -2.525
H -1.826 -6.328 -4.614
H 2.555 -5.012 2.207
H 4.389 1.324 -1.229
H -3.654 -4.275 -0.147
H 0.782 1.065 3.951
H 3.620 1.388 3.856
H 3.625 -2.878 4.240
H -1.363 -8.732 -4.238
H -4.822 -4.154 -4.272
H -6.867 -1.936 -5.236
H 6.259 1.171 4.532
H 1.285 -1.502 3.346
H 2.771 0.086 4.681
H -7.867 -0.433 -5.233
H 1.912 -7.940 -5.171
H -1.453 2.945 3.141
H -1.036 -9.583 -1.944
H 6.835 -0.373 5.164
H 1.060 -1.262 1.605
H 4.843 -4.067 2.209
H 5.605 -2.671 0.325
H -6.001 -4.507 0.518
H 3.644 1.582 1.517
H -5.523 -0.273 -1.079
H -2.327 1.690 -3.210
H 5.362 0.354 5.835
H 1.216 3.434 0.648
H -7.777 -4.588 -1.199
H -2.439 2.584 1.698
H -0.933 3.510 1.536
H 3.483 -0.044 -1.934
H -1.154 -8.040 -0.018
H 3.194 1.607 -2.525
H 1.997 -8.036 -2.703
H -3.422 1.185 -5.395
H 1.449 3.557 -1.112
H -7.196 -4.426 -3.589
H 1.725 -5.998 -1.375
H -1.182 -1.235 2.720
H -2.597 -0.236 2.299
H 3.949 -1.875 5.674
H 4.105 -2.258 -1.594
H 3.676 -0.095 0.990
H 2.853 3.601 -0.020
H 2.599 -1.829 2.212
H -1.650 -5.655 -0.377
H 1.263 -3.721 -4.988
H -1.710 0.069 3.817
H 1.519 -5.781 -6.313
H 5.239 -2.855 4.958
H 1.423 2.273 2.854
H 1.034 -4.556 0.325

=====

[2]
119
Properties=species:S:1:pos:R:3 method="wB97M-V/def2-TZVPD" lumo_ev="-1.1 / -0.3" gap_ev="5.8 / 6.7" multiplicity=3 homo_energy_ev="-6.962 / -6.962" total_energy_ev=-260994.8585
Se -2.747 -1.432 1.879
Se 5.029 -0.168 0.748
V -1.518 0.991 -1.270
S 3.120 -0.325 -2.783
P -0.687 -1.879 1.827
P 3.141 -0.497 1.648
F 0.246 -1.014 -4.631
F -1.898 -0.465 -3.994
F -1.000 -2.530 -3.501
F -0.303 -0.611 -2.410
O 3.178 -0.855 -1.389
N -0.510 0.173 0.147
N -2.986 3.052 -2.756
N -3.348 0.364 -1.534
N -1.888 2.263 -2.841
N -4.344 1.257 -1.733
N -2.309 2.401 0.069
N -3.419 3.056 -0.335
N 0.234 1.134 -0.350
N 1.452 1.088 0.124
C 3.406 1.506 -2.760
C 2.964 2.318 4.621
C 2.762 -4.164 3.452
C 4.267 -0.080 4.134
C 0.747 -0.668 5.436
C 2.749 -2.793 3.256
C -4.051 4.980 -3.932
C -0.521 -2.920 4.427
C -3.882 -0.865 -1.602
C 1.522 0.034 0.958
C 0.362 -3.262 -0.331
C 4.748 -0.398 -4.998
C -2.014 2.851 1.297
C -0.527 -4.662 1.414
C 0.455 -0.756 4.085
C -2.950 3.818 1.666
C 2.970 -2.277 1.983
C 3.261 -4.504 1.127
C -5.248 -0.747 -1.859
C -0.234 -2.830 5.778
C 3.245 -3.136 0.921
C -0.016 1.956 -4.481
C 0.657 -4.387 -1.082
C -0.893 2.397 2.167
C 4.565 0.650 5.270
C -5.019 4.802 0.457
C 2.671 1.593 3.475
C -0.143 -1.896 3.564
C -0.220 -3.394 0.929
C -6.794 1.318 -2.169
C 3.908 1.848 5.519
C 0.231 -0.564 0.975
C -3.107 -2.121 -1.458
C -3.011 3.928 -3.772
C 4.725 -0.801 -3.532
C -5.504 0.615 -1.933
C -1.226 2.625 -3.945
C -1.899 3.685 -4.558
C -3.830 3.920 0.604
C 3.009 -5.019 2.389
C 0.401 -5.648 -0.571
C 4.466 2.035 -1.820
C 3.302 0.377 3.240
C 0.412 -1.710 6.284
C -0.196 -5.783 0.674
B -4.055 2.761 -1.699
B -0.747 -1.197 -3.696
H 3.455 -2.709 -0.050
H -0.428 -6.766 1.062
H -3.624 -2.806 -0.789
H 4.144 2.422 6.405
H -1.614 4.194 -5.459
H -0.318 1.257 -5.260
H -5.102 5.446 1.328
H 3.780 -0.601 -5.459
H 3.021 -6.088 2.553
H 5.515 -0.951 -5.540
H -1.064 -3.776 4.059
H 4.700 3.069 -2.078
H 1.955 1.979 2.761
H -3.826 5.582 -4.809
H 5.386 1.455 -1.867
H -5.930 4.211 0.369
H -0.523 -3.635 6.440
H 0.587 -2.285 -0.738
H -1.037 -4.782 2.358
H 0.648 -6.528 -1.150
H 4.797 -0.998 3.916
H -7.592 0.591 -2.294
H 3.627 1.737 -3.802
H -6.736 1.941 -3.061
H -3.005 -2.602 -2.429
H 2.456 3.255 4.804
H -2.109 -1.920 -1.073
H 0.637 -1.647 7.340
H 1.072 -4.265 -2.072
H 2.442 1.939 -2.499
H 0.490 1.386 -3.711
H -7.037 1.961 -1.323
H 0.700 0.064 3.428
H -4.072 5.628 -3.056
H 4.100 2.007 -0.800
H 0.066 2.503 1.661
H 4.967 0.662 -5.109
H 3.481 -5.170 0.305
H 2.579 -2.136 4.097
H 4.748 -1.885 -3.417
H 2.600 -4.560 4.445
H 0.656 2.691 -4.922
H -2.978 4.368 2.589
H -5.040 4.537 -4.046
H -0.882 3.002 3.071
H -1.040 1.356 2.460
H -5.960 -1.542 -1.973
H 5.536 -0.369 -2.949
H 1.246 0.213 5.819
H -5.027 3.410 -1.878
H 5.319 0.292 5.958
H -4.933 5.422 -0.434

=====

[3]
121
Properties=species:S:1:pos:R:3 method="wB97M-V/def2-TZVPD" lumo_ev="1.8 / 1.6" gap_ev="5.7 / 6.3" multiplicity=2 total_charge=-1 homo_energy_ev="-3.903 / -4.755" total_energy_ev=-225655.7927
Te 2.718 0.160 -0.974
Rb -0.519 -0.243 0.817
Br 0.573 -3.065 2.121
Cl 0.572 -0.080 -6.259
Cl 0.592 -2.447 -1.327
S 0.604 0.317 -3.097
P -2.629 -2.811 1.181
Si 5.348 1.224 -3.586
Si 3.510 4.026 -1.756
Si 5.950 1.821 0.171
Si 4.386 1.877 -1.558
F -4.244 -5.219 2.441
F 0.905 -5.211 4.136
F -0.864 -6.954 5.151
F -3.446 -6.942 4.291
N -1.819 -0.361 3.323
N -3.196 0.756 0.129
N -0.319 2.076 2.360
N -4.850 2.911 3.569
N -3.727 1.163 1.312
N -3.581 2.979 3.112
N -2.552 0.743 3.568
N -1.548 2.320 1.839
C -0.130 3.454 0.583
C 1.880 3.989 -2.680
C 0.540 -1.463 -5.199
C -5.993 -1.830 3.279
C -0.771 -4.231 2.765
C -3.057 -4.726 -2.997
C 0.505 -3.731 -3.645
C -7.032 -2.087 2.395
C 3.290 4.878 -0.091
C -2.963 -5.035 -0.612
C -3.102 -5.561 -1.889
C -2.100 -4.190 2.315
C -2.716 -2.842 -1.551
C 5.106 2.050 1.835
C 0.447 -3.854 -5.023
C 4.208 1.711 -4.998
C -1.265 -6.062 4.237
C 6.847 0.168 0.183
C -2.862 -3.363 -2.828
C -5.080 4.065 4.174
C -4.224 0.377 -0.615
C -2.574 -6.053 3.804
C -3.018 4.161 3.447
C -3.954 4.902 4.131
C -6.747 -2.582 1.132
C -2.924 0.787 4.863
C 0.461 -2.706 -5.801
C -2.774 -3.669 -0.429
C -4.391 -2.583 1.639
C -0.358 -5.156 3.705
C 0.535 2.744 1.602
C 4.737 5.090 -2.722
C -5.437 0.516 0.073
C -2.971 -5.128 2.847
C -1.723 -1.001 4.479
C -2.411 -0.324 5.496
C -1.453 3.148 0.772
C 0.565 -2.471 -3.076
C 0.583 -1.268 -3.803
C 7.243 3.184 -0.015
C -4.682 -2.073 2.903
C -5.069 1.009 1.303
C -5.435 -2.823 0.752
C 7.034 2.037 -3.831
C 5.576 -0.638 -3.608
B -2.857 1.780 2.455
H 0.388 -4.830 -5.485
H 4.363 1.267 1.998
H -4.050 0.026 -1.621
H -6.198 -1.426 4.263
H -6.430 0.282 -0.269
H -5.651 1.283 2.164
H -3.162 -5.138 -3.993
H 2.640 4.323 0.584
H -3.837 5.892 4.535
H 6.011 -0.958 -4.559
H 4.375 6.119 -2.796
H -3.249 -6.626 -2.017
H 7.420 0.017 -0.734
H -3.884 -1.853 3.603
H 2.031 3.675 -3.715
H 7.442 1.784 -4.813
H 7.716 3.157 -0.998
H 6.969 3.125 -3.763
H -3.524 1.600 5.234
H -5.234 -3.206 -0.240
H 4.576 1.317 -5.949
H -2.550 -1.777 -1.428
H -3.006 -5.702 0.239
H 7.745 1.699 -3.073
H 0.495 -4.599 -3.001
H 6.794 4.172 0.109
H -2.516 -0.597 6.531
H 6.228 -0.972 -2.798
H 4.884 4.712 -3.735
H 4.254 5.004 0.407
H -1.998 4.384 3.183
H 3.204 1.313 -4.827
H -2.793 -2.707 -3.686
H 2.856 5.870 -0.239
H 1.183 3.278 -2.234
H 4.596 3.012 1.900
H -1.160 -1.922 4.536
H 7.539 0.119 1.028
H -8.056 -1.896 2.688
H 5.844 1.999 2.640
H 1.589 2.697 1.831
H -7.549 -2.780 0.431
H 5.713 5.112 -2.230
H 0.299 4.094 -0.168
H 4.125 2.796 -5.090
H 4.614 -1.136 -3.476
H 1.416 4.980 -2.684
H 8.025 3.074 0.741
H 6.135 -0.654 0.269
H -6.047 4.251 4.616
H 0.411 -2.761 -6.879
H -2.336 3.469 0.246

=====

Computed energy above the lowest of the compared OMol25 structures with the same formula, charge and spin (kJ/mol) in order:
48.5; 256.5; 0.0